[1]
A structure of composition C13H13BF4LuN4O4, computed with the ωB97M-V functional and the def2-TZVPD basis.

Results
* net charge: -1
* LUMO level: 2.53 eV
* total energy: -2683.63842 Ha

Each line ends with the Löwdin charge.
Cartesian coordinates (Å):
Lu  0.34599  1.20826  -0.37115  1.78
N  -0.26642  2.52452  1.61979  -0.07
C  0.64129  2.23611  2.73344  -0.17
C  2.06629  2.02371  2.21938  -0.58
O  3.01994  2.38200  2.91990  -0.02
N  2.10734  1.42706  1.02830  -0.11
C  3.41888  1.19124  0.47642  -0.16
C  3.32063  0.84018  -1.00843  -0.64
O  4.27844  0.40102  -1.61957  0.02
O  2.14016  1.05278  -1.52570  -0.22
H  -0.18023  3.48471  1.30499  0.09
H  -1.23661  2.34401  1.84569  0.09
H  0.30985  1.30180  3.19113  0.11
H  0.65557  3.01246  3.50095  0.11
H  3.95666  0.37730  0.97588  0.12
H  4.07751  2.06312  0.57239  0.12
O  -0.70602  -0.19334  0.89782  -0.23
C  -1.17209  -1.39903  0.97821  -0.36
C  -1.54012  -1.93501  2.23323  -0.02
C  -2.04922  -3.20754  2.35192  -0.11
C  -2.21347  -4.01882  1.22954  -0.12
C  -1.84896  -3.51984  -0.00414  -0.06
C  -1.33608  -2.22869  -0.16194  -0.08
C  -0.92419  -1.75467  -1.48296  -0.25
N  -0.25103  -0.65479  -1.78288  0.01
C  -0.02324  -0.67722  -3.14322  -0.12
C  -0.55908  -1.80065  -3.67300  -0.08
N  -1.14589  -2.46663  -2.61827  0.10
H  -1.40301  -1.29977  3.09869  0.11
H  -2.31597  -3.57725  3.33536  0.10
H  -2.60244  -5.02381  1.31980  0.09
H  -1.95152  -4.17130  -0.86530  0.09
H  0.53420  0.11856  -3.60413  0.10
H  -0.58150  -2.17942  -4.67824  0.10
H  -1.63933  -3.33722  -2.66564  0.13
F  -1.75839  4.16963  -2.28151  0.20
B  -1.02886  3.15178  -1.78121  -1.25
F  -1.74954  2.32301  -0.84560  0.03
F  0.11357  3.56815  -1.00920  0.04
F  -0.50309  2.24359  -2.71076  0.11

=====

[2]
A structure of composition C13H13Br2N2O2PdS in a non-equilibrium geometry, computed with the ωB97M-V functional and the def2-TZVPD basis.

Results
* net charge: -1
* LUMO level: 2.75 eV
* total energy: -6437.34335 Ha

Each line ends with the Löwdin charge.
Cartesian coordinates (Å):
Pd  1.16952  1.68967  -2.23700  0.43
C  -4.33636  -2.24059  -0.30033  -0.06
C  -3.39159  -1.08642  -0.23429  -0.31
C  -2.19649  -1.02507  -0.97595  -0.03
C  -1.26910  0.00394  -0.86609  -0.10
C  -1.43422  0.93292  0.15237  -0.28
C  -2.60898  0.99285  0.87895  -0.05
C  -3.56641  -0.02393  0.61035  -0.07
S  -0.10959  2.17951  0.27109  0.59
O  -0.14280  2.80394  1.60210  -0.33
O  -0.35472  3.02673  -0.89694  -0.39
N  1.25463  1.44156  -0.12851  -0.24
C  2.05506  0.61623  0.74486  -0.35
C  1.62514  0.07597  1.99164  -0.02
C  2.46998  -0.78094  2.70831  -0.11
C  3.77785  -0.85497  2.33341  -0.12
C  4.17618  -0.23431  1.15929  -0.15
N  3.33145  0.45009  0.40720  0.10
H  -3.92392  -3.09950  -0.81589  0.07
H  -5.22264  -1.85594  -0.88240  0.10
H  -4.73854  -2.32432  0.71319  0.07
H  -1.88873  -1.81240  -1.73013  0.13
H  -0.37065  0.00503  -1.45296  -0.01
H  -2.83205  1.76467  1.63243  0.12
H  -4.51801  -0.01618  1.24003  0.13
H  0.49825  0.13476  2.31539  0.14
H  2.15282  -1.10195  3.71255  0.11
H  4.48003  -1.41658  2.90277  0.08
H  5.24704  -0.33377  0.85982  0.11
Br  0.69267  2.21298  -4.48175  -0.11
C  2.46359  0.42878  -2.81057  -0.74
Br  1.63620  -1.38613  -2.46950  0.45
H  3.21060  0.36273  -2.07586  -0.08
H  2.66379  0.47064  -3.87758  -0.07

=====

[3]
A structure of composition C13H13BrLaN4O5S in a non-equilibrium geometry, computed with the ωB97M-V functional and the def2-TZVPD basis.

Results
* net charge: +3
* LUMO level: -9.90 eV
* total energy: -4101.44789 Ha

Each line ends with the Löwdin charge.
Cartesian coordinates (Å):
La  -14.55518  4.46193  -3.94765  1.90
O  -17.27080  4.28759  -0.10708  0.22
C  -16.48561  4.01923  -1.11301  -0.41
O  -15.68829  4.84238  -1.58672  -0.07
C  -16.74219  2.68239  -1.75755  -0.15
C  -17.59846  1.75219  -1.19949  0.11
C  -17.60597  0.49034  -1.81207  0.04
C  -16.81528  0.22545  -2.89290  0.08
C  -16.09123  1.32232  -3.43939  -0.17
N  -16.03352  2.47227  -2.86366  0.06
C  -15.27256  1.30577  -4.69577  -0.38
O  -15.26880  0.25546  -5.45027  0.25
O  -14.67394  2.36691  -5.01620  -0.17
H  -17.11577  5.10339  0.37774  0.17
H  -18.23752  1.95288  -0.37586  0.14
H  -18.16878  -0.32654  -1.40753  0.14
H  -16.84135  -0.71119  -3.43180  0.14
H  -15.56263  -0.58331  -5.02760  0.17
O  -8.24392  4.87822  -5.43495  0.18
C  -9.54135  4.83088  -5.32212  -0.25
C  -10.40409  5.79674  -5.90374  0.05
C  -11.71156  5.67553  -5.64174  -0.13
N  -12.13768  4.90592  -4.63487  -0.22
C  -11.26369  4.16544  -3.96307  -0.67
Br  -12.14188  3.38883  -2.41088  0.82
C  -10.02770  3.87867  -4.38827  0.04
H  -8.03101  5.51477  -6.14281  0.16
H  -9.96383  6.48467  -6.67303  0.17
H  -12.45446  6.36699  -6.04223  0.13
H  -9.38707  3.28020  -3.78004  0.14
N  -17.43392  5.55647  -7.66247  0.13
C  -17.61638  5.89119  -6.38629  -0.88
N  -18.30441  6.95445  -6.10573  0.18
S  -17.10935  4.78228  -5.18587  0.54
H  -17.81828  6.08346  -8.46118  0.16
H  -17.28887  4.57663  -7.81060  0.10
H  -18.79796  7.36585  -6.87877  0.15
H  -18.39702  7.27226  -5.19647  0.10

=====

[4]
The molecule C13H13BrN2O3, computed with the ωB97M-V functional and the def2-TZVPD basis.

Results
* LUMO level: 0.23 eV
* SMILES string: Cc1ccc(OCCn2cc(Br)c(=O)[nH]c2=O)cc1
* total energy: -3412.47004 Ha

Each line ends with the Löwdin charge.
Cartesian coordinates (Å):
C  -0.85737  -4.69212  5.78652  -0.06
C  -1.15083  -3.57900  4.82679  -0.29
C  -0.58477  -3.54338  3.56321  -0.04
C  -0.85249  -2.51480  2.67229  -0.01
C  -1.71164  -1.49192  3.04760  -0.26
C  -2.28816  -1.51627  4.31667  0.00
C  -2.00944  -2.54516  5.18961  -0.04
H  -2.46441  -2.54997  6.16947  0.11
H  -2.95536  -0.71482  4.59213  0.12
O  -2.07670  -0.42027  2.26382  -0.04
C  -1.53838  -0.29632  0.97880  -0.17
C  -0.09891  0.25614  1.01552  -0.10
N  0.45164  0.36474  -0.31927  -0.01
C  0.38111  1.52968  -1.01665  -0.08
C  0.84332  1.64030  -2.27864  -0.59
C  1.43959  0.50548  -2.96877  -0.52
O  1.88461  0.49240  -4.08676  0.07
N  1.44601  -0.63464  -2.16711  0.22
C  0.97134  -0.78937  -0.88832  -0.47
O  1.00476  -1.84248  -0.30082  0.10
H  1.84091  -1.47014  -2.58742  0.18
Br  0.74655  3.26781  -3.22126  0.79
H  -0.05943  2.37099  -0.50132  0.13
H  -0.09330  1.23738  1.49208  0.14
H  0.53215  -0.42603  1.59075  0.13
H  -1.55262  -1.25162  0.44025  0.13
H  -2.19044  0.41187  0.45688  0.13
H  -0.37908  -2.54127  1.70323  0.09
H  0.08635  -4.33184  3.25487  0.11
H  -1.77388  -5.22107  6.04538  0.08
H  -0.15710  -5.40276  5.35551  0.07
H  -0.43056  -4.29754  6.70777  0.08

=====

[5]
A structure of composition C13H13Cl5IrN3O, computed with the ωB97M-V functional and the def2-TZVPD basis.

Results
* net charge: +1
* LUMO level (alpha / beta): -4.36 / -5.32 eV
* multiplicity: 2
* total energy: -3147.68714 Ha

Each line ends with the Löwdin charge.
Cartesian coordinates (Å):
Ir  1.09022  -0.50277  -2.03782  1.34
Cl  1.08383  1.73461  -3.56926  0.73
C  2.22501  2.04646  -2.26864  -0.68
C  2.27349  0.97608  -1.40014  -0.41
C  3.04557  1.07015  -0.25664  -0.70
Cl  3.06813  -0.24062  0.85115  0.73
C  3.78101  2.23783  -0.02834  -0.69
Cl  4.75120  2.36671  1.37190  0.74
C  3.71453  3.30317  -0.93336  -0.68
Cl  4.61264  4.72641  -0.65651  0.75
C  2.90731  3.22559  -2.07908  -0.70
Cl  2.76519  4.50722  -3.19698  0.75
C  -2.24397  -3.28421  1.35836  -0.15
C  -0.77136  -3.42301  1.03368  -0.14
N  -0.41017  -2.39377  0.06694  0.09
C  -0.92808  -1.16236  0.06444  -0.34
N  -0.48626  -0.24482  -0.80979  -0.12
C  -1.11413  1.08430  -0.86213  -0.21
C  -1.52458  1.50793  0.52984  -0.14
C  -2.47098  0.46874  1.07935  -0.13
N  -1.91472  -0.87551  0.93364  -0.02
C  -2.49182  -1.87146  1.83952  -0.13
H  -2.53729  -3.98966  2.13390  0.13
H  -2.84035  -3.49317  0.46863  0.13
H  -0.55243  -4.38773  0.58171  0.13
H  -0.16481  -3.32690  1.93821  0.13
H  0.31037  -2.61187  -0.61178  0.07
H  -1.97246  1.06780  -1.54003  0.13
H  -0.38887  1.78573  -1.26743  0.07
H  -2.01472  2.48019  0.50045  0.13
H  -0.63860  1.59008  1.16352  0.13
H  -3.43627  0.51563  0.56617  0.14
H  -2.65259  0.63801  2.14141  0.13
H  -3.56227  -1.67050  1.90106  0.13
H  -2.07107  -1.72618  2.83894  0.14
O  1.55930  -2.12809  -1.84487  -0.47

=====

[6]
A structure of composition C13H13Cl5IrN3O in a non-equilibrium geometry, computed with the ωB97M-V functional and the def2-TZVPD basis.

Results
* net charge: +1
* LUMO level (alpha / beta): -4.42 / -4.55 eV
* multiplicity: 2
* total energy: -3147.65148 Ha

Each line ends with the Löwdin charge.
Cartesian coordinates (Å):
Ir  -0.06969  -0.09410  0.03105  1.17
Cl  -0.40198  1.91455  1.36257  0.73
C  -0.45726  0.51607  2.45623  -0.67
C  -0.26547  -0.72900  1.95208  -0.31
C  -0.27914  -1.80029  2.80016  -0.67
Cl  -0.00644  -3.37861  2.16672  0.75
C  -0.50603  -1.59596  4.16530  -0.69
Cl  -0.52524  -2.93827  5.21448  0.75
C  -0.70889  -0.31378  4.65913  -0.70
Cl  -0.98095  -0.07099  6.32344  0.75
C  -0.68197  0.77705  3.79191  -0.70
Cl  -0.91434  2.36649  4.37134  0.75
C  4.00989  -3.04090  -2.08887  -0.15
C  3.87074  -2.15739  -0.86955  -0.16
N  2.51150  -1.62347  -0.86469  0.07
C  1.40600  -2.35390  -1.20182  -0.35
N  0.20182  -1.86821  -0.91141  -0.13
C  -0.99423  -2.63415  -1.30010  -0.22
C  -0.70361  -4.11485  -1.32140  -0.16
C  0.47353  -4.36013  -2.23511  -0.13
N  1.60093  -3.51192  -1.84041  -0.02
C  2.92880  -4.09841  -2.04043  -0.13
H  4.99189  -3.50623  -2.11664  0.13
H  3.89891  -2.43969  -2.99166  0.13
H  4.57403  -1.32949  -0.90617  0.13
H  4.07105  -2.72512  0.04415  0.13
H  2.34062  -0.83987  -0.25711  0.10
H  -1.33142  -2.29786  -2.28392  0.13
H  -1.79234  -2.40868  -0.59899  0.10
H  -1.57704  -4.66331  -1.66620  0.13
H  -0.46613  -4.46393  -0.31528  0.08
H  0.20479  -4.14760  -3.27332  0.14
H  0.78555  -5.40121  -2.18531  0.13
H  2.91338  -4.65827  -2.97320  0.13
H  3.13184  -4.81142  -1.23523  0.14
O  -1.82498  -0.15280  -0.31677  -0.40